#1
Computed, not measured: C40H33BF4IN6O4SSc as an isolated structure, with ωB97M-V with the def2-TZVPD basis set.

The geometry in ORCA input format:
```
! RIJCOSX wB97M-V def2-TZVPD def2/J DEFGRID3
* xyz 0 1
Sc 0.181 1.579 -0.374
C -3.212 4.730 0.387
C -3.590 3.403 0.948
N -4.779 3.163 1.376
C -5.098 1.910 1.878
C -4.233 0.890 2.007
C -4.652 -0.413 2.624
O -4.035 -0.641 3.895
C -2.861 1.089 1.569
C -1.889 0.172 1.841
N -0.567 0.254 1.477
C 0.310 -0.060 2.402
C 0.016 -0.288 3.787
C 1.020 -0.471 4.673
C 2.407 -0.410 4.298
C 2.745 -0.267 3.011
C 1.708 -0.272 1.986
I 1.237 3.073 2.195
C -2.539 2.360 0.954
O -1.443 2.626 0.445
H -4.035 5.428 0.518
H -2.969 4.623 -0.673
H -2.308 5.103 0.871
H -6.132 1.801 2.184
H -4.351 -1.255 1.999
H -5.741 -0.442 2.714
H -4.264 0.095 4.473
H -2.169 -0.702 2.420
H -1.006 -0.224 4.134
H 0.777 -0.602 5.720
H 3.161 -0.436 5.073
H 3.774 -0.178 2.698
C -4.964 -4.410 1.286
C -4.061 -3.482 0.520
C -2.696 -3.435 0.791
C -1.858 -2.588 0.081
C -2.374 -1.773 -0.913
C -3.733 -1.808 -1.200
C -4.563 -2.656 -0.484
S -1.384 -0.590 -1.814
O -1.824 -0.693 -3.172
O -1.672 0.674 -1.096
N 0.143 -0.731 -1.530
C 0.942 -1.652 -2.219
C 0.605 -2.977 -2.385
C 1.472 -3.883 -3.034
C 2.680 -3.478 -3.514
C 3.058 -2.120 -3.389
C 4.270 -1.619 -3.914
C 4.549 -0.287 -3.807
C 3.617 0.544 -3.152
N 2.500 0.115 -2.629
C 2.196 -1.199 -2.748
H -4.745 -4.377 2.354
H -4.831 -5.442 0.955
H -6.011 -4.147 1.143
H -2.283 -4.070 1.567
H -0.799 -2.571 0.298
H -4.132 -1.176 -1.983
H -5.623 -2.676 -0.710
H -0.349 -3.341 -2.027
H 1.157 -4.914 -3.144
H 3.349 -4.169 -4.013
H 4.953 -2.299 -4.409
H 5.457 0.137 -4.215
H 3.823 1.608 -3.057
C 2.889 -2.225 0.667
C 4.115 -1.769 0.394
C 4.315 -0.356 0.173
C 3.307 0.529 0.246
N 1.981 0.149 0.595
C 1.778 -1.294 0.834
C 3.461 1.904 -0.255
C 4.691 2.543 -0.198
C 4.845 3.761 -0.834
C 3.768 4.281 -1.528
C 2.563 3.599 -1.498
N 2.387 2.449 -0.846
H 2.667 -3.282 0.725
H 4.944 -2.447 0.244
H 5.272 -0.020 -0.199
H 0.799 -1.619 0.518
H 5.503 2.095 0.357
H 5.789 4.289 -0.792
H 3.832 5.216 -2.066
H 1.707 4.014 -2.001
F 0.030 2.314 -2.337
B -0.642 3.676 -2.530
F -0.083 4.209 -3.661
F -1.992 3.470 -2.587
F -0.256 4.359 -1.368
*
```

Computed properties:
**Orbital gap**: 5.9 eV

Electronic structure analysis, Löwdin charges in units of e: atom 1 (Sc): 0.96, atom 2 (C): 0.01, atom 3 (C): -0.22, atom 4 (N): 0.14, atom 5 (C): -0.07, atom 6 (C): -0.15, atom 7 (C): -0.19, atom 8 (O): -0.06, atom 9 (C): -0.05, atom 10 (C): -0.02, atom 11 (N): 0.05, atom 12 (C): -0.27, atom 13 (C): 0.01, atom 14 (C): -0.02, atom 15 (C): -0.05, atom 16 (C): 0.01, atom 17 (C): -0.32, atom 18 (I): 0.31, atom 19 (C): -0.23, atom 20 (O): -0.13, atom 21 (H): 0.09, atom 22 (H): 0.08, atom 23 (H): 0.10, atom 24 (H): 0.11, atom 25 (H): 0.10, atom 26 (H): 0.12, atom 27 (H): 0.10, atom 28 (H): 0.12, atom 29 (H): 0.12, atom 30 (H): 0.12, atom 31 (H): 0.11, atom 32 (H): 0.12, atom 33 (C): -0.04, atom 34 (C): -0.29, atom 35 (C): -0.04, atom 36 (C): -0.08, atom 37 (C): -0.26, atom 38 (C): -0.03, atom 39 (C): -0.03, atom 40 (S): 0.63, atom 41 (O): -0.24, atom 42 (O): -0.37, atom 43 (N): -0.16, atom 44 (C): -0.25, atom 45 (C): -0.02, atom 46 (C): -0.07, atom 47 (C): -0.05, atom 48 (C): -0.16, atom 49 (C): -0.02, atom 50 (C): -0.04, atom 51 (C): -0.12, atom 52 (N): 0.14, atom 53 (C): -0.15, atom 54 (H): 0.08, atom 55 (H): 0.09, atom 56 (H): 0.08, atom 57 (H): 0.12, atom 58 (H): 0.09, atom 59 (H): 0.12, atom 60 (H): 0.12, atom 61 (H): 0.10, atom 62 (H): 0.11, atom 63 (H): 0.11, atom 64 (H): 0.12, atom 65 (H): 0.10, atom 66 (H): 0.11, atom 67 (C): -0.01, atom 68 (C): -0.04, atom 69 (C): -0.01, atom 70 (C): -0.20, atom 71 (N): 0.03, atom 72 (C): -0.12, atom 73 (C): -0.30, atom 74 (C): -0.01, atom 75 (C): -0.04, atom 76 (C): -0.02, atom 77 (C): -0.10, atom 78 (N): 0.01, atom 79 (H): 0.12, atom 80 (H): 0.11, atom 81 (H): 0.12, atom 82 (H): 0.10, atom 83 (H): 0.12, atom 84 (H): 0.11, atom 85 (H): 0.12, atom 86 (H): 0.10, atom 87 (F): -0.03, atom 88 (B): -1.20, atom 89 (F): 0.18, atom 90 (F): 0.18, atom 91 (F): 0.11

#2
Computed, not measured: C40H33BF4IN6O4SSc as an isolated structure, with ωB97M-V with the def2-TZVPD basis set.

The geometry in ORCA input format:
```
! RIJCOSX wB97M-V def2-TZVPD def2/J DEFGRID3
* xyz 0 1
Sc -0.933 -0.152 -0.038
C -1.077 4.236 -1.391
C -0.643 3.273 -2.454
N -0.018 3.734 -3.514
C 0.436 2.862 -4.431
C 0.208 1.509 -4.379
C 0.892 0.589 -5.349
O 1.760 -0.309 -4.661
C -0.523 0.999 -3.284
C -0.859 -0.413 -3.238
N -1.318 -1.070 -2.234
C -1.384 -2.482 -2.454
C -0.208 -3.154 -2.778
C -0.202 -4.528 -2.949
C -1.372 -5.252 -2.790
C -2.550 -4.595 -2.477
C -2.554 -3.218 -2.314
I -4.376 -2.292 -1.912
C -0.877 1.881 -2.262
O -1.405 1.468 -1.138
H -1.036 5.248 -1.786
H -0.415 4.169 -0.524
H -2.084 4.008 -1.037
H 1.014 3.286 -5.245
H 1.445 1.186 -6.080
H 0.189 -0.034 -5.905
H 2.127 0.158 -3.898
H -0.673 -0.963 -4.159
H 0.706 -2.582 -2.864
H 0.726 -5.031 -3.186
H -1.372 -6.329 -2.900
H -3.470 -5.150 -2.359
C 6.902 -2.559 1.571
C 5.665 -1.892 1.038
C 4.440 -2.046 1.683
C 3.301 -1.416 1.213
C 3.384 -0.618 0.083
C 4.591 -0.456 -0.584
C 5.722 -1.094 -0.102
S 1.945 0.168 -0.571
O 1.029 -0.886 -1.038
O 2.416 1.098 -1.566
N 1.047 0.779 0.576
C 1.335 1.995 1.189
C 2.583 2.555 1.312
C 2.755 3.795 1.961
C 1.694 4.475 2.485
C 0.393 3.931 2.370
C -0.762 4.590 2.849
C -1.986 4.018 2.669
C -2.060 2.773 2.010
N -1.018 2.128 1.558
C 0.209 2.690 1.726
H 6.657 -3.481 2.097
H 7.418 -1.903 2.275
H 7.600 -2.796 0.768
H 4.372 -2.685 2.555
H 2.347 -1.591 1.686
H 4.639 0.171 -1.463
H 6.665 -0.973 -0.623
H 3.449 2.052 0.902
H 3.752 4.208 2.036
H 1.828 5.430 2.978
H -0.657 5.547 3.347
H -2.892 4.497 3.014
H -3.029 2.309 1.851
C -5.403 0.738 -0.008
C -5.859 0.229 1.194
C -4.952 -0.330 2.080
C -3.609 -0.368 1.736
N -3.178 0.095 0.553
C -4.053 0.634 -0.295
C -2.549 -0.799 2.686
C -2.825 -1.326 3.936
C -1.774 -1.585 4.801
C -0.486 -1.289 4.400
C -0.294 -0.791 3.123
N -1.296 -0.571 2.279
H -6.072 1.195 -0.723
H -6.909 0.277 1.452
H -5.286 -0.706 3.035
H -3.636 1.000 -1.223
H -3.839 -1.542 4.236
H -1.966 -2.008 5.778
H 0.363 -1.455 5.047
H 0.694 -0.546 2.756
F -1.090 -2.241 0.283
B -0.566 -3.413 1.090
F 0.637 -2.974 1.629
F -1.514 -3.636 2.072
F -0.425 -4.456 0.222
*
```

Computed properties:
**Orbital gap**: 7.3 eV

Electronic structure analysis, Löwdin charges in units of e: atom 1 (Sc): 1.06, atom 2 (C): -0.01, atom 3 (C): -0.25, atom 4 (N): 0.12, atom 5 (C): -0.10, atom 6 (C): -0.16, atom 7 (C): -0.20, atom 8 (O): -0.05, atom 9 (C): -0.08, atom 10 (C): -0.04, atom 11 (N): 0.03, atom 12 (C): -0.34, atom 13 (C): -0.02, atom 14 (C): -0.06, atom 15 (C): -0.08, atom 16 (C): -0.15, atom 17 (C): -0.64, atom 18 (I): 1.03, atom 19 (C): -0.27, atom 20 (O): -0.18, atom 21 (H): 0.08, atom 22 (H): 0.08, atom 23 (H): 0.08, atom 24 (H): 0.11, atom 25 (H): 0.12, atom 26 (H): 0.12, atom 27 (H): 0.07, atom 28 (H): 0.14, atom 29 (H): 0.12, atom 30 (H): 0.11, atom 31 (H): 0.11, atom 32 (H): 0.09, atom 33 (C): -0.05, atom 34 (C): -0.26, atom 35 (C): -0.02, atom 36 (C): -0.03, atom 37 (C): -0.27, atom 38 (C): -0.05, atom 39 (C): -0.03, atom 40 (S): 0.64, atom 41 (O): -0.34, atom 42 (O): -0.27, atom 43 (N): -0.18, atom 44 (C): -0.24, atom 45 (C): -0.01, atom 46 (C): -0.06, atom 47 (C): -0.04, atom 48 (C): -0.16, atom 49 (C): -0.01, atom 50 (C): -0.04, atom 51 (C): -0.11, atom 52 (N): 0.10, atom 53 (C): -0.17, atom 54 (H): 0.08, atom 55 (H): 0.09, atom 56 (H): 0.08, atom 57 (H): 0.12, atom 58 (H): 0.09, atom 59 (H): 0.11, atom 60 (H): 0.12, atom 61 (H): 0.11, atom 62 (H): 0.11, atom 63 (H): 0.11, atom 64 (H): 0.12, atom 65 (H): 0.10, atom 66 (H): 0.10, atom 67 (C): -0.07, atom 68 (C): -0.04, atom 69 (C): 0.01, atom 70 (C): -0.19, atom 71 (N): 0.04, atom 72 (C): -0.20, atom 73 (C): -0.20, atom 74 (C): 0.01, atom 75 (C): -0.03, atom 76 (C): -0.02, atom 77 (C): -0.10, atom 78 (N): 0.05, atom 79 (H): 0.11, atom 80 (H): 0.12, atom 81 (H): 0.11, atom 82 (H): 0.11, atom 83 (H): 0.11, atom 84 (H): 0.12, atom 85 (H): 0.12, atom 86 (H): 0.10, atom 87 (F): -0.02, atom 88 (B): -1.19, atom 89 (F): 0.14, atom 90 (F): 0.16, atom 91 (F): 0.19

It is #1 that is the least stable of them.

#1
Computed, not measured: a 4-piece molecular cluster, CH10O3S2 overall, with ωB97M-V with the def2-TZVPD basis set.

The geometry in ORCA input format:
```
! RIJCOSX wB97M-V def2-TZVPD def2/J DEFGRID3
* xyz 0 1
C 2.587 0.633 2.008
S 1.297 0.448 0.673
S -0.650 1.161 1.112
H 3.468 1.032 1.545
H 2.167 0.754 3.007
H 2.816 -0.428 2.065
H -1.168 0.704 -0.120
H -0.582 -0.078 -3.858
H -2.119 0.118 -4.018
O -1.313 0.449 -4.207
H -1.352 -2.459 1.116
H -1.909 -0.988 0.929
O -2.227 -1.915 0.936
H -0.736 -1.819 -1.098
H 0.833 -2.136 -1.143
O 0.129 -1.565 -1.608
*
```

Computed properties:
**Orbital gap**: 8.5 eV
**Structure (SMILES)**: CSS.O.O.O

Electronic structure analysis, natural (NBO) charges in units of e: atom 1 (C): -0.73, atom 2 (S): 0.03, atom 3 (S): -0.17, atom 4 (H): 0.24, atom 5 (H): 0.25, atom 6 (H): 0.22, atom 7 (H): 0.17, atom 8 (H): 0.49, atom 9 (H): 0.46, atom 10 (O): -0.95, atom 11 (H): 0.47, atom 12 (H): 0.47, atom 13 (O): -0.95, atom 14 (H): 0.48, atom 15 (H): 0.48, atom 16 (O): -0.96

#2
Computed, not measured: a 4-piece molecular cluster, CH10O3S2 overall, with ωB97M-V with the def2-TZVPD basis set.

The geometry in ORCA input format:
```
! RIJCOSX wB97M-V def2-TZVPD def2/J DEFGRID3
* xyz 0 1
C 2.182 -0.997 0.069
S 0.494 -1.286 -0.755
S 0.687 0.326 -2.096
H 2.746 -1.380 -0.792
H 2.632 -0.030 0.270
H 1.879 -1.521 0.985
H 1.029 -0.371 -3.171
H -5.006 -0.960 1.229
H -5.097 -0.787 -0.451
O -4.913 -1.288 0.337
H -0.753 0.484 0.599
H -1.010 1.145 1.889
O -0.266 0.884 1.332
H 1.786 3.530 3.259
H 1.589 2.617 2.277
O 1.208 2.737 3.165
*
```

Computed properties:
**Orbital gap**: 9.4 eV
**Structure (SMILES)**: CSS.O.O.O

Electronic structure analysis, natural (NBO) charges in units of e: atom 1 (C): -0.70, atom 2 (S): 0.05, atom 3 (S): -0.15, atom 4 (H): 0.23, atom 5 (H): 0.23, atom 6 (H): 0.23, atom 7 (H): 0.12, atom 8 (H): 0.49, atom 9 (H): 0.49, atom 10 (O): -0.98, atom 11 (H): 0.47, atom 12 (H): 0.47, atom 13 (O): -0.95, atom 14 (H): 0.45, atom 15 (H): 0.47, atom 16 (O): -0.92

It is #1 that is the least stable of them.

#1
Computed, not measured: one molecule with the formula C7H10O2, with ωB97M-V with the def2-TZVPD basis set.

The geometry in ORCA input format:
```
! RIJCOSX wB97M-V def2-TZVPD def2/J DEFGRID3
* xyz 0 1
C -2.045 -2.168 -0.464
C -1.685 -1.090 -0.052
C -2.230 1.260 -0.080
C -1.233 0.249 0.080
C 2.764 0.094 0.501
C 1.196 -0.168 0.761
C 0.352 0.602 -0.257
O -1.725 0.947 1.156
O 0.612 0.133 -1.618
H -2.439 -3.162 -0.553
H -1.979 2.271 -0.487
H -3.329 1.169 -0.248
H 2.959 -0.408 -0.458
H 3.469 -0.519 1.105
H 2.888 1.198 0.496
H 0.885 -0.236 1.840
H 0.993 -1.221 0.402
H 0.586 1.648 -0.261
H -0.039 -0.598 -1.862
*
```

Computed properties:
**Orbital gap**: 10.9 eV
**Structure (SMILES)**: C#C[C@@]1([C@H](O)CC)CO1

Electronic structure analysis, natural (NBO) charges in units of e: atom 1 (C): -0.19, atom 2 (C): -0.05, atom 3 (C): -0.08, atom 4 (C): 0.10, atom 5 (C): -0.62, atom 6 (C): -0.45, atom 7 (C): 0.12, atom 8 (O): -0.46, atom 9 (O): -0.74, atom 10 (H): 0.24, atom 11 (H): 0.18, atom 12 (H): 0.19, atom 13 (H): 0.22, atom 14 (H): 0.22, atom 15 (H): 0.21, atom 16 (H): 0.23, atom 17 (H): 0.21, atom 18 (H): 0.19, atom 19 (H): 0.48

#2
Computed, not measured: C7H10O2 as an isolated structure, with ωB97M-V with the def2-TZVPD basis set.

The geometry in ORCA input format:
```
! RIJCOSX wB97M-V def2-TZVPD def2/J DEFGRID3
* xyz 0 1
C -0.098 -0.820 1.269
C 0.308 -1.807 0.008
C 0.234 -0.527 -1.066
C 0.146 1.304 -0.020
C -0.708 0.557 0.941
C -0.090 1.664 -1.585
C 0.214 0.570 -2.101
H 1.844 -0.950 1.449
H -1.020 -1.428 1.731
H -0.275 -2.560 -0.622
H 1.314 -2.351 0.250
H -0.790 -0.266 -0.767
H 0.454 2.301 0.538
H -0.866 1.083 1.958
H -1.762 0.548 0.772
H -0.994 2.699 -1.610
H 0.155 0.238 -3.142
O 0.844 -0.483 2.194
O 1.090 0.228 -0.200
*
```

Computed properties:
**Orbital gap**: 9.9 eV

Electronic structure analysis, natural (NBO) charges in units of e: atom 1 (C): 0.11, atom 2 (C): -0.39, atom 3 (C): 0.00, atom 4 (C): 0.02, atom 5 (C): -0.50, atom 6 (C): -0.20, atom 7 (C): -0.20, atom 8 (H): 0.46, atom 9 (H): 0.16, atom 10 (H): 0.23, atom 11 (H): 0.21, atom 12 (H): 0.19, atom 13 (H): 0.21, atom 14 (H): 0.24, atom 15 (H): 0.21, atom 16 (H): 0.25, atom 17 (H): 0.22, atom 18 (O): -0.69, atom 19 (O): -0.54

It is #2 that is the least stable of them.

#1
Computed, not measured: one molecule with the formula C6H10S2, with ωB97M-V with the def2-TZVPD basis set.

The geometry in ORCA input format:
```
! RIJCOSX wB97M-V def2-TZVPD def2/J DEFGRID3
* xyz 0 1
C 1.572 -0.331 -1.094
C 0.707 0.952 -1.037
C -0.637 0.759 -0.345
C -1.356 2.102 0.093
C -1.005 1.786 1.551
C -0.553 0.395 1.132
H 0.086 -2.202 -0.810
H 2.424 -0.075 -1.678
H 1.912 -0.691 -0.093
H 0.585 1.325 -2.080
H 1.332 1.686 -0.541
H -1.326 0.020 -0.891
H -2.433 2.120 -0.157
H -0.927 3.017 -0.319
H -0.182 2.464 2.035
H -1.793 1.802 2.341
S 0.758 -1.760 -1.904
S -0.261 -0.955 1.928
*
```

Computed properties:
**Orbital gap**: 8.5 eV
**Structure (SMILES)**: S=C1CC[C@H]1CCS

Electronic structure analysis, natural (NBO) charges in units of e: atom 1 (C): -0.51, atom 2 (C): -0.40, atom 3 (C): -0.31, atom 4 (C): -0.40, atom 5 (C): -0.50, atom 6 (C): -0.05, atom 7 (H): 0.14, atom 8 (H): 0.22, atom 9 (H): 0.23, atom 10 (H): 0.22, atom 11 (H): 0.21, atom 12 (H): 0.25, atom 13 (H): 0.22, atom 14 (H): 0.21, atom 15 (H): 0.24, atom 16 (H): 0.24, atom 17 (S): -0.07, atom 18 (S): 0.07

#2
Computed, not measured: C6H10S2 as an isolated structure, with ωB97M-V with the def2-TZVPD basis set.

The geometry in ORCA input format:
```
! RIJCOSX wB97M-V def2-TZVPD def2/J DEFGRID3
* xyz 0 1
C -1.273 2.174 -0.754
C -1.522 0.682 -0.622
C -0.583 -0.025 0.324
C -0.835 0.307 1.803
C 0.678 -1.245 -1.050
C 0.809 -0.078 -0.138
H -2.120 2.646 -1.253
H -1.242 2.695 0.250
H -0.331 2.432 -1.164
H -1.375 0.242 -1.603
H -2.553 0.479 -0.325
H -0.146 -0.318 2.393
H -1.904 0.153 2.072
H -0.584 1.353 1.997
H 1.639 -1.717 -1.142
H 0.369 -0.883 -2.007
S -0.637 -1.874 0.032
S 2.175 0.751 0.181
*
```

Computed properties:
**Orbital gap**: 8.6 eV

Electronic structure analysis, natural (NBO) charges in units of e: atom 1 (C): -0.61, atom 2 (C): -0.41, atom 3 (C): -0.18, atom 4 (C): -0.63, atom 5 (C): -0.60, atom 6 (C): -0.04, atom 7 (H): 0.22, atom 8 (H): 0.20, atom 9 (H): 0.22, atom 10 (H): 0.21, atom 11 (H): 0.22, atom 12 (H): 0.23, atom 13 (H): 0.22, atom 14 (H): 0.23, atom 15 (H): 0.24, atom 16 (H): 0.23, atom 17 (S): 0.20, atom 18 (S): 0.05

It is #1 that is the least stable of them.